(1)
Here is C69H48CdCl4N8O3S as an isolated structure from OMol25. Energies are from ωB97M-V/def2-TZVPD.

HOMO energy	-2.050	eV
calculated total energy	-5728.84212	a.u.
HOMO-LUMO gap	0.2006	Eh
strongest force on any atom	0.6	eV Å⁻¹
spin multiplicity	1
total charge	-2

```
134
C69H48CdCl4N8O3S, DFT ωB97M-V/def2-TZVPD
Cd 0.389 0.171 0.067
Cl 6.787 -6.658 2.913
C 5.678 -5.420 2.372
C 4.424 -5.779 1.913
C 3.552 -4.787 1.485
C 3.907 -3.441 1.515
C 5.181 -3.115 1.986
C 6.070 -4.092 2.410
C 2.999 -2.357 1.048
C 2.671 -1.346 1.976
C 2.915 -1.432 3.409
C 2.475 -0.265 3.941
C 1.975 0.531 2.835
C 1.481 1.839 2.960
C 1.480 2.420 4.336
C 0.355 2.292 5.146
C 0.339 2.808 6.435
C 1.464 3.458 6.912
Cl 1.457 4.112 8.535
C 2.598 3.599 6.131
C 2.597 3.077 4.844
C 0.975 2.648 1.933
N 0.841 2.292 0.631
C 0.338 3.353 -0.039
C 0.124 3.407 -1.430
C -0.521 4.636 -1.960
C -1.804 4.977 -1.525
C -2.440 6.116 -1.995
C -1.786 6.924 -2.910
Cl -2.572 8.374 -3.497
C -0.521 6.607 -3.370
C 0.104 5.464 -2.888
C 0.385 2.364 -2.334
C 0.094 2.411 -3.757
C 0.339 1.174 -4.243
C 0.791 0.371 -3.122
N 0.826 1.126 -1.999
C 1.114 -0.987 -3.207
C 1.655 -1.783 -2.182
C 2.247 -3.090 -2.402
C 2.844 -3.444 -1.238
C 2.572 -2.378 -0.290
N 1.851 -1.403 -0.894
C 0.833 -1.677 -4.500
C -0.267 -2.533 -4.572
C -0.560 -3.224 -5.739
C 0.265 -3.062 -6.839
Cl -0.083 -3.944 -8.310
C 1.363 -2.222 -6.797
C 1.638 -1.530 -5.623
C 0.144 4.457 0.884
C 0.537 4.019 2.105
N 2.095 -0.161 1.676
H 4.133 -6.822 1.890
H 2.570 -5.065 1.125
H 5.476 -2.073 2.008
H 7.060 -3.831 2.759
H 3.321 -2.286 3.933
H 2.470 0.026 4.980
H -0.512 1.772 4.752
H -0.534 2.705 7.066
H 3.468 4.106 6.526
H 3.477 3.178 4.220
H -2.308 4.295 -0.848
H -3.439 6.367 -1.665
H -0.031 7.246 -4.093
H 1.101 5.216 -3.234
H -0.281 3.265 -4.298
H 0.189 0.822 -5.252
H 2.239 -3.640 -3.331
H 3.422 -4.332 -1.039
H -0.894 -2.634 -3.693
H -1.419 -3.880 -5.792
H 1.997 -2.116 -7.667
H 2.499 -0.873 -5.577
H -0.229 5.436 0.627
H 0.553 4.572 3.033
O -0.763 -0.384 2.085
C -1.545 -1.349 2.334
C -1.676 -1.854 3.671
C -2.538 -2.872 3.992
C -3.340 -3.483 3.012
C -3.270 -2.999 1.720
C -2.391 -1.978 1.347
C -2.489 -1.469 -0.012
N -1.709 -0.643 -0.608
N -2.162 -0.313 -1.886
C -2.554 0.938 -2.024
O -2.598 1.842 -1.152
C -3.047 1.250 -3.426
C -3.119 0.282 -4.428
C -3.594 0.604 -5.691
C -4.005 1.902 -5.978
C -3.926 2.873 -4.989
C -3.458 2.544 -3.722
H -1.070 -1.380 4.436
H -2.610 -3.202 5.026
H -4.017 -4.290 3.269
H -3.896 -3.433 0.944
H -3.371 -1.787 -0.572
H -2.794 -0.721 -4.189
H -3.639 -0.163 -6.457
H -4.381 2.151 -6.965
H -4.217 3.896 -5.207
H -3.398 3.285 -2.935
C 0.333 -9.637 1.096
C -0.575 -8.527 1.619
C 0.177 -7.218 1.779
N -0.731 -6.155 2.221
C -0.152 -4.870 2.214
S -0.224 -3.875 0.932
N 0.593 -4.494 3.331
C 0.845 -5.053 4.567
O 1.686 -4.549 5.286
C 0.103 -6.271 5.036
C 0.836 -7.399 5.375
C 0.188 -8.550 5.808
C -1.193 -8.556 5.947
C -1.922 -7.410 5.648
C -1.280 -6.277 5.178
H -0.241 -10.537 0.870
H 1.094 -9.900 1.835
H 0.841 -9.320 0.182
H -1.008 -8.811 2.581
H -1.401 -8.373 0.916
H 0.646 -6.945 0.822
H 0.965 -7.335 2.529
H -1.527 -6.120 1.597
H 1.072 -3.608 3.193
H 1.916 -7.373 5.289
H 0.765 -9.437 6.038
H -1.701 -9.455 6.274
H -2.999 -7.404 5.766
H -1.852 -5.398 4.904
```



(2)
Here is C69H55N10O3S4SbZr as an isolated structure at a distorted geometry from OMol25. Energies are from ωB97M-V/def2-TZVPD.

HOMO energy	-12.024	eV
calculated total energy	-5315.11912	a.u.
HOMO-LUMO gap	0.2743	Eh
strongest force on any atom	1.0	eV Å⁻¹
spin multiplicity	1
total charge	+2

```
143
C69H55N10O3S4SbZr, DFT ωB97M-V/def2-TZVPD
Zr 0.537 0.572 -0.590
N -1.270 1.204 0.282
S -1.553 2.059 1.466
N -2.358 1.281 2.646
S -1.851 0.046 3.442
N -0.694 -0.850 2.976
S -0.391 -1.816 1.695
N 0.399 -1.259 0.601
C 0.522 -3.089 2.503
C 0.215 -3.539 3.782
C 1.011 -4.516 4.355
C 2.101 -5.025 3.659
C 2.401 -4.563 2.388
C 1.609 -3.587 1.797
C -1.952 -2.533 1.259
C -2.811 -1.723 0.527
C -4.017 -2.240 0.086
C -4.365 -3.550 0.389
C -3.504 -4.346 1.131
C -2.285 -3.848 1.570
C -1.297 0.563 5.040
C -0.164 -0.002 5.612
C 0.225 0.445 6.868
C -0.509 1.423 7.521
C -1.640 1.972 6.929
C -2.045 1.546 5.676
C -3.341 -0.838 3.769
C -4.525 -0.510 3.128
C -5.664 -1.240 3.445
C -5.605 -2.258 4.381
C -4.410 -2.564 5.023
C -3.265 -1.848 4.725
C -2.727 3.328 1.127
C -3.028 3.563 -0.201
C -3.938 4.570 -0.507
C -4.524 5.306 0.508
C -4.208 5.050 1.841
C -3.303 4.058 2.162
C -0.223 2.957 2.230
C -0.050 4.302 1.910
C 0.984 5.004 2.507
C 1.840 4.368 3.395
C 1.688 3.016 3.664
C 0.663 2.300 3.071
H -0.625 -3.132 4.326
H 0.790 -4.874 5.350
H 2.723 -5.780 4.117
H 3.260 -4.949 1.858
H 1.847 -3.190 0.822
H -2.542 -0.695 0.295
H -4.679 -1.616 -0.499
H -5.306 -3.953 0.043
H -3.771 -5.368 1.360
H -1.610 -4.491 2.115
H 0.425 -0.731 5.080
H 1.112 0.032 7.327
H -0.197 1.766 8.497
H -2.206 2.735 7.445
H -2.924 1.970 5.210
H -4.555 0.290 2.406
H -6.599 -1.002 2.958
H -6.500 -2.813 4.626
H -4.376 -3.348 5.766
H -2.343 -2.055 5.248
H -2.552 2.985 -0.976
H -4.185 4.778 -1.539
H -5.230 6.087 0.266
H -4.670 5.632 2.627
H -3.043 3.860 3.192
H -0.698 4.804 1.208
H 1.117 6.051 2.275
H 2.640 4.924 3.863
H 2.380 2.501 4.317
H 0.626 1.232 3.221
C -0.505 2.144 -6.093
N -0.284 2.408 -4.671
C -0.286 3.670 -4.175
C -0.019 3.952 -2.880
C 0.290 2.838 -2.052
O 0.634 2.881 -0.833
N 0.224 1.575 -2.539
C 0.017 1.305 -3.871
O 0.084 0.188 -4.340
H -0.750 3.086 -6.576
H -1.323 1.437 -6.212
H 0.394 1.721 -6.534
H -0.503 4.443 -4.900
H 0.012 4.961 -2.504
C 6.721 -2.893 -0.638
C 6.473 -1.483 -0.225
C 5.286 -0.735 -0.933
C 4.407 -1.571 -1.831
C 4.704 -2.856 -2.042
C 5.895 -3.515 -1.476
Sb 2.598 -0.782 -2.626
C 3.285 1.117 -3.367
C 3.737 2.120 -2.509
C 4.106 3.366 -2.998
C 4.026 3.631 -4.358
C 3.571 2.643 -5.221
C 3.201 1.398 -4.730
C 2.609 -1.855 -4.432
C 3.787 -1.956 -5.173
C 3.805 -2.675 -6.358
C 2.654 -3.310 -6.806
C 1.481 -3.217 -6.073
C 1.460 -2.488 -4.891
H 7.603 -3.391 -0.259
H 7.394 -0.902 -0.182
H 5.530 0.231 -1.379
H 4.071 -3.466 -2.677
H 6.097 -4.533 -1.781
H 3.802 1.949 -1.435
H 4.459 4.125 -2.314
H 4.326 4.596 -4.745
H 3.515 2.833 -6.285
H 2.843 0.650 -5.427
H 4.696 -1.474 -4.834
H 4.719 -2.742 -6.931
H 2.673 -3.873 -7.729
H 0.581 -3.705 -6.423
H 0.526 -2.388 -4.355
S -1.851 -3.270 -2.787
C -0.723 -2.303 -1.950
N -0.966 -1.034 -1.868
C -2.176 -0.745 -2.517
C -2.798 0.503 -2.591
C -4.004 0.604 -3.247
C -4.610 -0.519 -3.837
C -4.013 -1.757 -3.761
C -2.793 -1.854 -3.088
H 0.151 -2.748 -1.496
H -2.345 1.364 -2.128
H -4.496 1.565 -3.309
H -5.554 -0.410 -4.351
H -4.479 -2.626 -4.205
O 1.728 1.048 0.987
N 2.781 0.513 0.346
C 3.619 -0.104 1.101
C 4.818 -0.696 0.493
N 5.741 -1.340 1.095
C 3.330 -0.204 2.521
N 3.027 -0.282 3.624
```



(3)
Here is a 9-piece molecular cluster, C69H91IN10O3PS3 overall at a distorted geometry from OMol25. Energies are from ωB97M-V/def2-TZVPD.

HOMO energy	-10.347	eV
calculated total energy	-5290.44826	a.u.
HOMO-LUMO gap	0.2447	Eh
strongest force on any atom	1.5	eV Å⁻¹
spin multiplicity	1
total charge	+1

```
178
C69H91IN10O3PS3, DFT ωB97M-V/def2-TZVPD
C -4.937 1.243 2.148
C -5.021 -0.028 2.977
C -3.948 -1.094 2.664
C -3.105 -0.882 1.425
C -2.113 -2.004 1.195
C -1.257 -1.741 -0.034
C -0.182 -0.667 0.236
C -0.101 0.401 -0.864
N 1.276 0.559 -1.348
C 1.427 1.596 -2.413
C 0.855 2.977 -2.091
C -0.200 3.453 -3.084
C -1.428 2.564 -3.269
C -1.411 1.577 -4.435
C -1.007 2.195 -5.776
C 0.450 2.033 -6.195
C 1.035 0.613 -6.036
C 1.762 -0.647 -1.874
S 0.956 -1.781 -2.667
S 3.506 -0.868 -1.487
C 4.307 -0.677 -3.102
C 5.849 -0.819 -3.018
C 6.454 -1.126 -1.653
N 6.796 0.106 -0.871
C 6.007 1.192 -1.020
C 6.212 2.373 -0.331
P 5.022 3.772 -0.498
O 3.992 3.084 -1.549
I 6.277 5.334 -1.838
C 7.309 2.444 0.518
C 7.675 3.675 1.288
O 8.512 4.395 0.881
O 7.070 3.840 2.467
C 8.106 1.329 0.673
C 7.841 0.151 -0.011
C 8.683 -1.039 0.238
S 7.798 -2.235 1.291
C 7.004 -1.198 2.524
C 7.910 -0.772 3.670
H -4.986 1.050 1.085
H -3.978 1.727 2.311
H -5.708 1.954 2.414
H -4.929 0.238 4.020
H -5.991 -0.470 2.788
H -4.427 -2.067 2.597
H -3.282 -1.157 3.518
H -2.560 0.054 1.535
H -3.726 -0.780 0.539
H -2.673 -2.918 1.006
H -1.475 -2.172 2.050
H -1.896 -1.406 -0.843
H -0.748 -2.661 -0.298
H 0.791 -1.106 0.425
H -0.467 -0.178 1.159
H -0.804 0.159 -1.655
H -0.429 1.341 -0.445
H 1.036 1.240 -3.359
H 2.492 1.713 -2.567
H 1.681 3.671 -2.198
H 0.518 3.079 -1.068
H -0.562 4.392 -2.677
H 0.279 3.696 -4.023
H -2.255 3.235 -3.484
H -1.700 2.062 -2.349
H -2.439 1.246 -4.532
H -0.849 0.679 -4.204
H -1.652 1.771 -6.534
H -1.235 3.255 -5.709
H 0.497 2.270 -7.250
H 1.111 2.739 -5.714
H 0.309 -0.128 -5.731
H 1.464 0.291 -6.977
H 1.871 0.629 -5.346
H 4.068 0.302 -3.496
H 3.893 -1.373 -3.816
H 6.149 -1.622 -3.675
H 6.327 0.072 -3.411
H 7.370 -1.671 -1.804
H 5.836 -1.755 -1.024
H 5.185 1.138 -1.697
H 3.483 2.390 -1.087
H 6.101 3.880 2.354
H 8.951 1.358 1.335
H 8.915 -1.577 -0.669
H 9.615 -0.707 0.674
H 6.537 -0.324 2.086
H 6.189 -1.804 2.897
H 7.457 0.052 4.207
H 8.095 -1.603 4.334
H 8.856 -0.416 3.280
N 0.455 -3.396 3.645
C 1.581 -3.062 4.270
C 2.078 -3.743 5.372
C 1.362 -4.827 5.856
C 0.187 -5.187 5.221
C -0.216 -4.441 4.122
H 2.111 -2.207 3.862
H 3.003 -3.431 5.838
H 1.712 -5.384 6.717
H -0.399 -6.025 5.572
H -1.129 -4.693 3.592
N -4.828 2.327 -5.492
C -5.713 1.531 -6.086
C -6.275 1.801 -7.326
C -5.898 2.960 -7.984
C -4.977 3.802 -7.380
C -4.476 3.437 -6.140
H -5.984 0.635 -5.539
H -6.990 1.116 -7.762
H -6.315 3.207 -8.951
H -4.657 4.712 -7.854
H -3.753 4.065 -5.630
N -6.426 -1.834 5.589
C -7.289 -1.109 6.296
C -8.655 -1.348 6.322
C -9.154 -2.398 5.569
C -8.268 -3.161 4.825
C -6.920 -2.839 4.871
H -6.860 -0.294 6.869
H -9.308 -0.726 6.919
H -10.213 -2.617 5.561
H -8.612 -3.990 4.221
H -6.195 -3.413 4.304
N 4.113 3.444 3.789
C 4.876 4.130 4.637
C 4.913 3.911 6.003
C 4.092 2.925 6.524
C 3.282 2.204 5.658
C 3.333 2.496 4.304
H 5.492 4.901 4.186
H 5.562 4.499 6.637
H 4.080 2.722 7.587
H 2.624 1.431 6.023
H 2.717 1.953 3.597
N -6.156 6.594 -7.421
C -5.847 7.649 -8.173
C -6.131 8.958 -7.815
C -6.774 9.184 -6.609
C -7.104 8.097 -5.816
C -6.772 6.828 -6.266
H -5.346 7.430 -9.111
H -5.854 9.776 -8.466
H -7.015 10.191 -6.293
H -7.607 8.227 -4.868
H -7.010 5.950 -5.674
N -1.041 -7.225 7.317
C -0.420 -8.376 7.066
C -0.526 -9.499 7.872
C -1.319 -9.421 9.005
C -1.972 -8.229 9.282
C -1.801 -7.166 8.409
H 0.191 -8.395 6.169
H 0.000 -10.408 7.615
H -1.429 -10.275 9.661
H -2.601 -8.124 10.155
H -2.296 -6.218 8.588
N 1.739 5.063 -6.683
C 2.228 5.441 -7.861
C 3.382 6.197 -8.009
C 4.066 6.585 -6.869
C 3.569 6.201 -5.633
C 2.409 5.443 -5.597
H 1.663 5.121 -8.730
H 3.732 6.473 -8.994
H 4.968 7.178 -6.941
H 4.068 6.483 -4.716
H 1.990 5.121 -4.648
N -1.995 -9.754 3.820
C -2.598 -10.568 2.958
C -3.919 -10.973 3.078
C -4.655 -10.509 4.156
C -4.042 -9.661 5.064
C -2.716 -9.315 4.850
H -1.988 -10.913 2.129
H -4.357 -11.636 2.344
H -5.689 -10.803 4.286
H -4.576 -9.274 5.921
H -2.199 -8.652 5.529
```



The lowest HOMO energy belongs to which entry? C69H55N10O3S4SbZr